The following is a quantum chemistry calculation of an isolated molecule of C21H21Cl2N5O3S2 at a distorted geometry, from OMol25.

XYZ file:
```
54
Properties=species:S:1:pos:R:3
O -2.238 -2.221 1.939
C -1.952 -2.202 0.757
N -2.905 -2.333 -0.203
C -4.305 -2.424 0.142
C -5.071 -1.253 -0.370
N -6.178 -1.321 -1.034
N -6.498 -0.047 -1.352
C -5.569 0.844 -0.910
S -5.539 2.464 -1.110
N -4.645 0.050 -0.250
C -3.459 0.504 0.362
C -3.289 0.400 1.736
C -2.089 0.780 2.305
C -1.064 1.267 1.509
Cl 0.453 1.666 2.209
C -1.261 1.423 0.138
Cl -0.011 2.056 -0.855
C -2.460 1.045 -0.437
C -0.550 -2.010 0.289
C 0.453 -2.224 1.234
C 1.782 -2.047 0.899
C 2.108 -1.652 -0.385
S 3.839 -1.399 -0.814
O 4.634 -2.143 0.116
O 3.994 -1.642 -2.217
N 4.122 0.210 -0.546
C 3.549 1.128 -1.503
C 4.240 2.484 -1.388
C 4.111 3.006 0.040
C 4.701 1.984 1.008
C 4.002 0.639 0.829
C 1.127 -1.414 -1.329
C -0.205 -1.592 -0.995
H -2.650 -2.402 -1.174
H -4.761 -3.331 -0.265
H -4.343 -2.462 1.237
H -7.332 0.170 -1.871
H -4.079 0.007 2.354
H -1.937 0.679 3.367
H -2.617 1.171 -1.497
H 0.162 -2.532 2.226
H 2.576 -2.229 1.606
H 3.701 0.688 -2.490
H 2.470 1.250 -1.325
H 5.294 2.367 -1.641
H 3.787 3.180 -2.095
H 4.628 3.962 0.140
H 3.056 3.166 0.277
H 5.765 1.860 0.804
H 4.581 2.318 2.040
H 4.469 -0.132 1.441
H 2.942 0.734 1.115
H 1.421 -1.111 -2.321
H -0.960 -1.381 -1.738
```

Calculated values
* largest force on an atom: 1.036 eV/Å
* orbital gap: 8.1 eV
* SMILES: O=C(NCc1n[nH]c(=S)n1-c1ccc(Cl)c(Cl)c1)c1ccc(S(=O)(=O)N2CCCCC2)cc1